one.
DFT (ωB97M-V with the def2-TZVPD basis set) results for a 2-piece molecular cluster, C6H5N2 overall.

```
! wB97M-V def2-TZVPD RIJCOSX def2/J DEFGRID3
* xyz 1 1
C -0.81 -0.07 -3.16
C 1.24 0.20 0.67
C 0.34 0.75 1.64
C 0.79 -0.82 -0.16
C -1.08 -0.53 0.83
C -1.03 0.41 1.78
N -0.13 0.00 -2.25
N -0.46 -1.21 0.04
H 2.27 0.48 0.53
H 0.67 1.61 2.45
H 1.30 -1.26 -0.88
H -1.71 0.78 2.57
H -1.39 -0.34 -4.07
*
```

Summary:
**M**: 105.120 g/mol
**Kohn-Sham gap**: 9.3 eV
**Highest occupied orbital energy**: -0.5605 Ha

two.
DFT (ωB97M-V with the def2-TZVPD basis set) results for an isolated ion of composition C6H5N2 and charge +1.

```
! wB97M-V def2-TZVPD RIJCOSX def2/J DEFGRID3
* xyz 1 1
C 2.12 -0.49 0.36
C 3.10 -0.77 -0.28
C -1.38 -1.19 -0.09
C -0.09 -1.60 0.02
C -1.27 0.23 -0.13
C 0.77 -0.53 0.11
N 0.67 2.17 0.02
N -0.03 0.57 0.05
H -2.34 -1.63 0.18
H 0.15 -2.66 -0.02
H -2.03 0.95 -0.40
H 0.09 2.48 -0.72
H 0.25 2.46 0.90
*
```

Summary:
**M**: 105.120 g/mol
**Kohn-Sham gap (alpha / beta)**: 6.8 / 6.7 eV
**Highest occupied orbital energy (alpha / beta)**: -0.5471 / -0.5465 Ha

Which is the most stable structure? one is the most stable.

one.
DFT (ωB97M-V with the def2-TZVPD basis set) results for a 11-piece molecular cluster, C33H88O11 overall.

```
! wB97M-V def2-TZVPD RIJCOSX def2/J DEFGRID3
* xyz 0 1
C -18.28 16.51 3.27
C -17.03 17.10 3.96
C -16.84 16.52 5.37
O -15.91 16.68 3.21
H -19.15 16.58 3.92
H -18.08 15.51 2.87
H -18.56 17.13 2.41
H -16.98 18.19 4.02
H -16.75 15.44 5.36
H -17.57 16.95 6.06
H -15.90 16.92 5.74
H -15.54 17.39 2.68
C -18.01 19.54 -1.71
C -18.98 20.53 -1.09
C -18.49 20.98 0.30
O -19.12 21.65 -1.94
H -17.01 19.97 -1.80
H -18.36 19.17 -2.67
H -17.86 18.69 -1.05
H -19.92 19.97 -1.00
H -18.54 20.15 1.02
H -19.25 21.65 0.71
H -17.49 21.41 0.29
H -19.59 22.32 -1.43
C -12.85 16.90 -7.62
C -12.90 16.71 -6.11
C -13.16 15.25 -5.72
O -11.75 17.19 -5.46
H -12.82 17.99 -7.78
H -13.69 16.48 -8.17
H -11.91 16.54 -8.03
H -13.77 17.20 -5.68
H -12.38 14.59 -6.12
H -14.17 14.95 -5.99
H -13.13 15.06 -4.65
H -10.92 16.75 -5.67
C -16.96 16.16 -6.15
C -17.87 16.25 -4.92
C -19.09 17.10 -5.18
O -18.21 14.90 -4.58
H -16.32 15.28 -6.18
H -16.25 16.99 -6.13
H -17.58 16.15 -7.05
H -17.23 16.57 -4.08
H -19.76 17.18 -4.32
H -19.72 16.64 -5.95
H -18.84 18.10 -5.53
H -18.74 14.91 -3.77
C -12.64 16.40 4.89
C -11.75 15.93 3.75
C -11.36 14.47 4.01
O -12.47 16.12 2.54
H -12.16 16.26 5.86
H -13.59 15.85 4.90
H -12.84 17.47 4.82
H -10.86 16.56 3.75
H -10.58 14.39 4.78
H -10.95 13.93 3.15
H -12.22 13.88 4.33
H -13.04 15.36 2.36
C -14.04 20.80 1.68
C -13.24 19.52 1.83
C -12.01 19.72 2.73
O -14.06 18.46 2.32
H -15.00 20.69 1.18
H -13.45 21.55 1.14
H -14.29 21.24 2.64
H -12.86 19.19 0.86
H -11.38 18.84 2.60
H -12.26 19.79 3.79
H -11.50 20.65 2.49
H -13.51 17.65 2.39
C -18.95 15.92 -0.79
C -20.33 15.33 -1.16
C -21.22 16.48 -1.52
O -20.08 14.59 -2.37
H -19.07 16.73 -0.06
H -18.30 16.20 -1.61
H -18.35 15.19 -0.23
H -20.69 14.70 -0.35
H -22.23 16.20 -1.84
H -20.78 17.08 -2.32
H -21.45 17.07 -0.63
H -19.89 13.67 -2.14
C -14.94 17.66 -2.58
C -14.60 17.74 -1.09
C -15.27 16.62 -0.32
O -13.19 17.55 -0.99
H -15.94 17.97 -2.86
H -14.64 16.70 -2.99
H -14.31 18.37 -3.14
H -14.85 18.71 -0.64
H -14.96 16.50 0.72
H -15.21 15.61 -0.72
H -16.36 16.72 -0.20
H -12.78 17.69 -1.85
C -10.57 20.97 -5.05
C -10.93 20.12 -3.80
C -11.04 20.98 -2.56
O -12.21 19.56 -4.07
H -10.32 20.34 -5.90
H -9.70 21.63 -4.92
H -11.43 21.62 -5.21
H -10.21 19.30 -3.69
H -10.13 21.57 -2.39
H -11.34 20.41 -1.69
H -11.79 21.76 -2.72
H -12.21 18.87 -4.76
C -15.35 13.25 0.86
C -15.27 13.12 2.37
C -14.61 11.84 2.88
O -14.53 14.26 2.81
H -14.52 13.63 0.25
H -16.13 13.90 0.45
H -15.62 12.29 0.39
H -16.28 13.02 2.79
H -15.24 10.95 2.79
H -14.26 11.94 3.90
H -13.77 11.55 2.23
H -15.17 14.98 2.92
C -16.67 21.51 -5.05
C -15.35 20.75 -4.98
C -14.55 20.94 -6.26
O -14.55 21.18 -3.87
H -16.36 22.54 -4.87
H -17.36 21.16 -4.28
H -17.23 21.42 -5.98
H -15.47 19.66 -4.89
H -13.71 20.23 -6.25
H -14.25 21.95 -6.49
H -15.10 20.48 -7.09
H -13.67 20.77 -3.98
*
```

Summary:
**Structure (SMILES)**: CC(C)O.CC(C)O.CC(C)O.CC(C)O.CC(C)O.CC(C)O.CC(C)O.CC(C)O.CC(C)O.CC(C)O.CC(C)O
**M**: 661.056 g/mol
**Kohn-Sham gap**: 10.0 eV
**Highest occupied orbital energy**: -0.3484 Ha

two.
DFT (ωB97M-V with the def2-TZVPD basis set) results for a 11-piece molecular cluster, C33H88O11 overall.

```
! wB97M-V def2-TZVPD RIJCOSX def2/J DEFGRID3
* xyz 0 1
C 19.46 -0.61 26.22
C 19.58 0.89 26.47
C 20.08 1.28 27.88
O 20.61 1.26 25.65
H 19.11 -0.85 25.22
H 18.77 -0.98 26.98
H 20.44 -1.04 26.44
H 18.69 1.43 26.17
H 19.32 1.10 28.64
H 20.42 2.31 27.77
H 20.86 0.62 28.24
H 21.39 0.77 25.92
C 24.96 -1.09 25.80
C 24.28 0.26 26.16
C 24.02 1.06 24.87
O 23.12 -0.01 26.90
H 25.90 -0.92 25.27
H 24.31 -1.71 25.18
H 25.23 -1.65 26.69
H 25.01 0.84 26.72
H 23.57 2.00 25.16
H 23.26 0.55 24.29
H 24.93 1.12 24.28
H 23.35 -0.25 27.80
C 18.13 -5.16 34.73
C 17.26 -5.97 33.75
C 17.74 -7.45 33.84
O 16.02 -5.94 34.31
H 19.10 -5.64 34.87
H 17.77 -5.13 35.76
H 18.25 -4.13 34.38
H 17.32 -5.54 32.75
H 17.97 -7.83 34.83
H 18.70 -7.55 33.34
H 16.90 -8.00 33.40
H 15.60 -5.08 34.19
C 19.31 -1.36 35.80
C 19.35 0.13 36.19
C 17.97 0.75 36.30
O 19.88 0.24 37.53
H 19.44 -2.07 36.62
H 20.05 -1.58 35.04
H 18.34 -1.67 35.41
H 19.87 0.72 35.44
H 17.29 0.03 36.76
H 17.51 1.00 35.35
H 18.08 1.62 36.96
H 20.40 1.02 37.70
C 21.68 2.02 31.26
C 23.02 2.19 30.60
C 23.46 3.57 30.82
O 23.92 1.31 31.21
H 21.71 1.66 32.29
H 21.12 1.25 30.72
H 21.01 2.86 31.08
H 22.98 1.92 29.55
H 24.49 3.76 30.52
H 23.41 3.99 31.82
H 22.96 4.22 30.09
H 24.05 1.55 32.13
C 21.12 -9.05 32.65
C 21.73 -7.70 33.07
C 21.27 -6.53 32.13
O 21.27 -7.39 34.37
H 21.41 -9.83 33.34
H 21.59 -9.41 31.73
H 20.03 -9.03 32.58
H 22.81 -7.75 33.22
H 21.57 -5.56 32.52
H 20.19 -6.60 32.01
H 21.62 -6.53 31.09
H 21.89 -6.88 34.90
C 22.35 -3.83 27.85
C 22.16 -4.84 26.72
C 21.79 -4.11 25.44
O 23.43 -5.51 26.61
H 21.39 -3.43 28.17
H 23.08 -3.06 27.61
H 22.72 -4.40 28.70
H 21.40 -5.59 26.94
H 22.43 -3.27 25.19
H 20.71 -4.04 25.52
H 22.03 -4.77 24.61
H 23.31 -6.16 25.91
C 21.47 -2.26 32.56
C 20.91 -2.61 31.19
C 19.48 -3.17 31.07
O 20.95 -1.55 30.27
H 21.41 -3.25 33.01
H 20.89 -1.49 33.07
H 22.49 -1.88 32.51
H 21.65 -3.31 30.80
H 19.25 -3.47 30.05
H 18.74 -2.44 31.38
H 19.27 -4.09 31.63
H 21.86 -1.44 29.99
C 18.43 -6.59 27.78
C 17.60 -5.54 27.11
C 17.65 -4.16 27.83
O 18.14 -5.36 25.83
H 19.51 -6.46 27.63
H 18.18 -7.53 27.29
H 18.07 -6.82 28.78
H 16.53 -5.74 27.05
H 16.87 -3.48 27.48
H 18.62 -3.66 27.82
H 17.27 -4.20 28.85
H 18.30 -6.15 25.30
C 22.93 -2.20 37.67
C 23.71 -1.50 36.63
C 22.97 -0.91 35.37
O 24.39 -0.39 37.22
H 23.54 -2.33 38.56
H 22.35 -3.07 37.35
H 22.12 -1.53 37.97
H 24.50 -2.13 36.22
H 22.25 -0.15 35.69
H 22.42 -1.67 34.83
H 23.55 -0.45 34.57
H 23.81 0.15 37.76
C 25.32 -1.76 31.89
C 25.69 -1.33 30.35
C 26.08 -2.58 29.42
O 24.53 -0.81 29.78
H 24.89 -0.86 32.34
H 26.11 -2.29 32.41
H 24.49 -2.43 31.67
H 26.42 -0.51 30.33
H 26.87 -3.14 29.93
H 26.54 -2.22 28.50
H 25.23 -3.20 29.11
H 24.15 -0.09 30.29
*
```

Summary:
**Structure (SMILES)**: CC(C)O.CC(C)O.CC(C)O.CC(C)O.CC(C)O.CC(C)O.CC(C)O.CC(C)O.CC(C)O.CC(C)O.CC(C)O
**M**: 661.056 g/mol
**Kohn-Sham gap**: 9.6 eV
**Highest occupied orbital energy**: -0.3398 Ha

Which is the most stable structure? one is the most stable.

one.
DFT (ωB97M-V with the def2-TZVPD basis set) results for C5H10O3 as an isolated structure.

```
! wB97M-V def2-TZVPD RIJCOSX def2/J DEFGRID3
* xyz 0 1
C -0.87 -0.96 -0.93
C 1.32 0.99 1.28
C -1.03 0.56 -0.85
C 0.35 1.05 -0.41
C -0.04 -1.22 0.31
O -2.06 -1.71 -0.97
O 2.31 0.13 1.31
O 1.11 -1.72 0.32
H -2.64 -1.42 -0.26
H 1.95 -0.87 0.90
H -0.29 -1.26 -1.81
H -0.60 -1.11 1.25
H 1.66 2.03 1.26
H 0.49 0.80 1.96
H -1.36 0.99 -1.80
H -1.77 0.80 -0.08
H 0.34 2.14 -0.38
H 1.13 0.77 -1.11
*
```

Summary:
**M**: 118.132 g/mol
**Kohn-Sham gap**: 9.1 eV
**Highest occupied orbital energy**: -0.3306 Ha

two.
DFT (ωB97M-V with the def2-TZVPD basis set) results for C5H10O3 as an isolated structure.

```
! wB97M-V def2-TZVPD RIJCOSX def2/J DEFGRID3
* xyz 0 1
C 0.98 -0.85 0.54
C 0.06 0.18 -0.04
C -0.90 -0.81 -0.97
C 0.72 1.31 -0.76
C -0.84 1.30 0.75
H 2.67 -1.03 1.64
H 1.59 -1.30 -0.21
H 0.52 -1.74 1.13
H -1.50 -0.25 -1.63
H -0.51 -1.40 -1.73
H -2.96 -0.93 -0.35
H 1.74 1.41 -0.21
H 0.75 1.19 -1.83
H -0.30 1.54 1.64
H -1.89 0.81 0.85
O 1.81 -0.15 1.60
O -1.47 -1.48 0.15
O -0.49 2.19 -0.55
*
```

Summary:
**M**: 118.132 g/mol
**Kohn-Sham gap**: 8.0 eV
**Highest occupied orbital energy**: -0.3546 Ha

Which is the most stable structure? one is the most stable.

one.
DFT (ωB97M-V with the def2-TZVPD basis set) results for C5H10O3 as an isolated structure.

```
! wB97M-V def2-TZVPD RIJCOSX def2/J DEFGRID3
* xyz 0 1
C -1.38 1.29 0.60
C -1.26 0.02 -0.19
O -2.16 -0.90 0.17
O -0.90 0.02 -1.43
H -2.17 -1.60 -0.50
H -2.25 1.83 0.22
H -1.53 1.07 1.66
H -0.48 1.89 0.50
C 1.79 0.10 -1.23
C 0.57 -1.08 0.85
C 1.62 0.35 0.13
O 1.77 1.24 0.90
H 2.45 0.79 -1.74
H 0.26 0.13 -1.54
H 1.86 -0.93 -1.54
H 0.01 -0.91 1.76
H 0.23 -1.90 0.21
H 1.56 -1.41 1.17
*
```

Summary:
**M**: 118.132 g/mol
**Kohn-Sham gap**: 8.8 eV
**Highest occupied orbital energy**: -0.3195 Ha

two.
DFT (ωB97M-V with the def2-TZVPD basis set) results for a single C5H10O3 molecule.

```
! wB97M-V def2-TZVPD RIJCOSX def2/J DEFGRID3
* xyz 0 1
C 0.00 -2.03 0.66
C -0.10 -0.78 -0.18
C 0.78 0.43 0.32
C 0.80 1.63 -0.55
C -1.56 -0.23 -0.25
H -0.30 -2.88 0.39
H -0.32 -1.72 1.73
H 1.01 -2.50 0.65
H 0.15 -0.68 -1.05
H 0.50 0.96 1.34
H 1.60 -0.10 0.55
H 0.62 1.44 -1.49
H -0.06 2.25 -0.35
H 2.42 2.69 0.53
H -3.24 -0.57 -1.05
O 2.04 2.34 -0.52
O -2.34 -0.96 -1.11
O -1.99 0.70 0.39
*
```

Summary:
**Structure (SMILES)**: C[C@H](CCO)C(=O)O
**M**: 118.132 g/mol
**Kohn-Sham gap**: 11.0 eV
**Highest occupied orbital energy**: -0.3761 Ha

Which is the most stable structure? one is the most stable.